[1]
Density functional theory data (ωB97M-V with the def2-TZVPD basis set) for 6 unconnected molecules or ions with the total composition C34H75FIN5O11PS7 at a distorted geometry.

Last column: Mulliken charge in e.
Cartesian coordinates (Å):
C 7.417 -8.750 -0.098  -0.922
C 7.439 1.183 1.138  -0.215
H 0.083 -2.497 4.368  0.557
H 2.124 1.930 -0.644  0.364
H 12.121 -2.067 -1.416  0.351
O 3.600 -4.777 -0.215  -0.494
C -1.565 -1.219 2.026  0.114
C -7.612 4.581 0.020  -0.971
C -14.979 2.605 0.313  -0.968
H 7.776 -7.887 -0.659  0.324
H 6.457 1.148 4.088  0.269
H -5.071 -0.633 2.158  0.342
O -14.296 6.790 -2.425  -0.572
C 2.363 -2.220 0.391  -0.884
H 10.533 0.155 -4.067  0.325
O -4.705 -0.536 0.146  -0.455
C 7.263 1.885 4.074  -1.176
C 2.451 2.692 1.958  -0.561
H -15.736 3.029 -0.347  0.368
C -2.359 -0.616 -0.187  0.329
C 8.463 1.352 3.293  -0.140
C 2.512 -2.571 1.878  -1.494
H -9.592 1.626 0.861  0.336
C 1.629 -0.122 -0.652  -0.323
C 11.226 -0.215 -3.315  -1.028
H 6.375 -0.819 -3.492  0.406
H 7.055 0.804 -3.550  0.319
C 5.158 -7.396 0.359  -0.816
O 8.466 1.726 1.925  -0.463
C 3.902 -0.867 -0.946  -1.707
H 4.186 -2.739 -0.437  0.703
H 12.386 -0.433 -0.726  0.399
S 6.456 -8.189 1.313  0.495
H -7.764 4.965 1.029  0.305
H 0.638 1.558 0.245  0.566
H 2.878 -1.646 2.332  0.969
O 1.023 -0.819 -3.308  -0.470
S -15.283 7.277 -3.430  0.464
N 5.108 -0.482 -1.286  0.790
H 5.528 0.511 -4.335  0.402
H -6.624 4.864 -0.339  0.323
H 8.263 -9.317 0.283  0.343
H 6.075 -2.297 -0.987  0.290
H 4.421 -7.010 1.057  0.185
H -5.271 0.954 1.439  -0.009
H 9.378 1.775 3.705  0.415
C 7.709 -0.290 0.825  0.785
N 1.887 -3.342 -0.449  1.164
N -2.102 -0.215 1.201  0.439
C 0.487 -3.305 -0.875  -1.150
S -13.365 2.765 -0.458  0.484
C 1.537 -5.679 0.501  -1.516
H 6.010 1.343 -1.596  0.383
H 3.519 1.014 1.198  -0.327
H -14.973 3.118 1.274  0.305
H 0.777 -1.566 -3.871  0.357
H -15.173 1.545 0.460  0.327
H -3.133 0.359 2.924  0.423
H -0.232 -3.119 -0.077  0.487
H -17.647 7.610 -3.318  0.390
H 7.453 1.760 0.209  0.046
C -15.200 9.070 -3.406  -0.961
C -4.637 0.060 1.439  0.089
C 6.127 0.238 -3.469  -1.333
H 0.476 -5.549 0.312  0.439
H 3.311 -3.298 2.011  0.357
O 9.392 -1.757 -2.155  -0.654
O 1.498 -1.156 0.324  0.893
H 0.718 -0.109 -1.242  0.829
H 1.672 -5.647 1.583  0.260
H -3.841 -0.389 -1.696  0.490
F 1.230 3.314 1.722  -0.340
H 0.403 -3.192 1.874  -0.020
S -2.087 -2.756 2.167  -0.141
N 2.803 -0.249 -1.522  0.860
H 4.695 -8.130 -0.303  0.383
H 11.278 -1.573 0.075  0.314
H 8.414 -0.389 0.004  -0.555
H -13.451 4.933 0.531  0.358
H 3.239 3.318 1.536  0.323
H 11.958 0.557 -3.079  0.379
H -2.373 -1.698 -0.313  0.399
C -3.678 -0.050 -0.672  -0.910
O 5.855 -9.394 1.937  -0.624
I 3.500 -2.919 -3.573  -0.076
P 2.625 -0.600 -3.264  -0.067
H 2.064 0.593 2.092  -0.564
C 2.468 1.282 1.354  1.044
S 10.284 -0.603 -1.840  0.580
H -16.888 7.638 -1.694  0.303
N 3.735 -1.890 -0.076  0.414
H 7.138 -0.970 -1.406  0.191
H -15.301 9.424 -2.380  0.304
H -8.373 4.968 -0.658  0.372
S -0.277 -0.554 3.018  -0.061
H 11.719 -1.117 -3.677  0.338
H -17.131 6.092 -2.548  0.297
C 0.672 -1.974 3.618  -1.225
H 6.435 1.297 1.564  0.160
O -6.755 2.332 1.112  -0.651
H 6.797 -9.389 -0.727  0.297
C 1.660 1.239 0.065  -1.548
C -9.350 2.677 0.723  -0.852
O -12.363 2.323 0.555  -0.599
O 6.553 -1.084 0.556  -0.335
H 2.573 2.652 3.040  0.346
H -3.660 1.047 -0.700  0.324
H -15.992 9.476 -4.035  0.385
H -14.230 9.360 -3.804  0.315
C 1.199 -2.964 2.577  -0.600
S -7.699 2.787 0.046  0.450
C 5.397 0.649 -2.173  -0.455
H 8.542 0.270 3.428  0.221
C -16.904 7.149 -2.668  -0.933
H 0.347 -2.551 -1.644  -0.163
C 6.280 -1.241 -0.794  -0.600
H 5.575 -6.570 -0.215  0.318
H 1.510 -1.504 4.138  0.485
H -3.095 1.580 1.671  0.390
H 1.372 -3.888 3.131  0.340
C 2.407 -4.596 -0.074  0.590
C -3.226 0.514 1.849  -0.876
H 0.244 -4.263 -1.331  0.596
H 4.485 1.179 -2.423  0.481
C 11.663 -1.233 -0.884  -1.053
H 8.173 -0.725 1.710  0.338
H 7.533 2.090 5.107  0.406
H -12.388 4.874 -0.899  0.272
H -14.141 4.927 -1.122  0.252
H 1.855 -6.646 0.124  0.440
C -13.342 4.555 -0.486  -0.774
H 6.875 2.785 3.597  0.288
H -9.385 3.193 1.682  0.352
H -10.062 3.114 0.029  0.239
H -1.564 -0.217 -0.835  -0.513

The calculation puts the HOMO energy at -9.84 eV. The energy relative to the best compared isomer or geometry (same formula, charge and spin) comes out at 0.0 kJ/mol. As for the total charge: +1. The calculation puts the total energy at -162390.5780 eV. The HOMO-LUMO gap is 7.055 eV.



[2]
Density functional theory data (ωB97M-V with the def2-TZVPD basis set) for a molecular structure, C34H78BI2N4O12.

Last column: Mulliken charge in e.
Cartesian coordinates (Å):
O 2.232 -0.786 2.956  -0.466
H 3.074 -1.515 1.276  0.325
H -4.667 5.679 0.793  -0.090
C 9.163 -8.175 -5.617  -0.731
O 0.163 -0.009 1.476  0.061
H -7.835 3.670 5.464  0.170
C -3.260 -3.415 1.640  -0.630
C -6.856 5.516 3.744  -0.911
H 1.740 -0.382 -4.156  0.297
C -1.645 5.723 0.592  -0.646
H -0.353 0.036 4.862  0.247
H 5.809 -0.797 -4.934  0.385
C -2.584 -2.054 1.763  1.004
C -3.921 -3.967 2.649  0.232
H -3.509 4.790 -1.286  0.188
H 0.666 -1.444 0.102  0.231
H 2.804 -2.061 -5.164  0.335
H 2.300 -0.514 -2.464  -0.014
H 0.722 0.962 3.809  0.239
H -2.626 2.912 1.926  0.301
H -5.594 4.832 5.180  0.091
C -5.613 2.623 3.537  -0.255
O -5.906 3.167 7.172  -0.326
N -4.234 4.303 -0.778  -0.249
H 1.707 0.015 0.113  0.008
H 4.895 -3.223 -4.279  0.195
H 9.992 -8.749 -5.188  0.387
H 10.182 -6.240 -5.542  0.344
H 8.731 -8.790 -6.410  0.377
H 5.652 1.552 -4.548  0.395
H -7.723 6.186 3.720  0.403
C 7.944 -5.396 -6.509  -0.539
C -7.459 4.584 5.944  -0.127
C 4.408 1.541 -1.620  -0.584
C -4.055 -3.342 4.014  -1.322
H -3.567 -0.468 2.904  0.236
H 4.757 -7.083 -2.859  0.368
H 4.298 -1.028 -2.457  -0.027
C -4.571 3.579 7.371  -0.675
C 5.385 0.897 -3.713  -0.803
O 6.458 -5.950 -3.237  -0.220
H -6.470 5.060 7.801  0.400
H 7.699 -6.352 -1.679  0.381
H -2.252 -0.318 -1.032  -0.413
H -7.975 3.687 3.285  0.468
C 2.828 -2.678 -4.256  -0.496
H 1.697 -2.462 1.858  0.307
H -1.817 5.798 -0.488  0.202
H -1.947 -2.055 2.664  -0.244
C -3.641 -0.903 1.889  -0.531
H 2.613 -3.706 -4.566  0.343
H -2.992 2.663 -0.471  0.446
H -2.422 6.297 1.109  0.271
I -3.091 -4.309 -0.227  0.040
H -3.974 2.679 7.502  0.239
C 1.253 -1.101 3.933  0.119
C 5.004 -0.458 -4.271  -0.176
H -4.440 2.668 0.503  0.241
O 8.881 -6.244 -7.145  -0.444
H 10.583 -7.274 -6.909  0.340
H -3.545 -2.379 4.059  0.261
H -7.696 3.785 7.902  0.393
H -6.030 6.051 3.268  0.446
H 4.108 -0.316 -4.891  0.182
O -6.061 3.514 2.534  -0.251
H 4.206 0.567 -1.161  0.210
I -4.903 -5.814 2.559  -0.001
H -4.664 -1.298 1.778  0.318
H 4.574 -5.659 -3.899  -0.112
C 1.140 -0.689 0.751  0.325
C 9.757 -6.935 -6.278  -0.457
C -5.528 6.398 -1.003  -0.939
O -1.593 4.391 1.039  -0.448
H 9.248 -7.753 -2.839  0.363
H -5.111 -3.190 4.260  0.364
C 4.208 -2.696 -3.605  -0.566
H 7.302 -7.639 -5.003  0.100
H 9.006 -6.248 -3.733  0.160
H -5.075 1.820 3.033  -0.069
H 1.733 -1.726 4.702  0.406
H 1.274 0.490 5.429  0.334
H 7.046 -5.932 -6.191  0.152
C -3.923 7.209 -2.578  -0.688
H -4.715 7.196 -3.335  0.323
H -4.168 4.135 6.517  0.270
H -3.439 4.475 1.962  0.182
H 7.647 -4.641 -7.236  0.336
C -6.886 4.187 7.287  -0.819
H -6.010 4.708 0.197  0.089
C 7.336 -6.851 -2.582  -0.886
C -3.640 3.309 0.124  -0.843
C -7.175 4.310 2.865  -0.644
H -6.299 6.976 -0.485  0.354
H -6.450 2.194 4.097  0.355
H 0.597 -0.752 -2.849  0.211
C 2.073 -1.439 1.715  -0.879
H -8.320 5.238 6.121  0.349
H 5.323 -7.127 -4.546  0.315
B -2.071 -0.359 0.195  0.837
H -3.644 -4.009 4.780  0.424
O -1.809 -1.744 0.667  -0.517
H -3.297 6.321 -2.719  0.284
H -4.476 4.201 8.267  0.328
C 8.528 -7.195 -3.447  -0.171
H 6.259 0.810 -3.057  0.388
H 0.445 -1.682 3.476  -0.130
H -3.306 8.093 -2.733  0.231
C 5.225 -6.496 -3.654  -0.432
N 8.146 -8.010 -4.589  -0.307
H -4.922 3.103 4.237  0.108
H -1.156 1.493 1.193  -0.350
C -0.804 0.632 0.610  -0.550
H -0.279 1.030 -0.274  0.106
C 1.611 -0.918 -3.210  -0.280
O 4.309 1.514 -3.029  -0.339
O 1.780 -2.314 -3.389  -0.387
O -4.458 7.295 -1.278  -0.349
O -3.328 0.037 0.919  -0.394
H 8.380 -4.894 -5.640  0.277
N 4.828 -1.437 -3.214  -0.130
H 5.400 1.878 -1.299  0.334
C -5.111 5.248 -0.116  0.557
H -5.955 6.024 -1.940  0.459
H 4.128 -3.304 -2.700  0.296
C -2.849 3.797 1.328  -0.202
H 6.800 -7.756 -2.279  0.406
H 3.661 2.245 -1.258  0.236
C 0.689 0.171 4.561  -1.037
H -7.548 4.705 1.916  0.363
N -6.488 5.302 5.137  -0.269
H -0.676 6.177 0.807  0.312

The calculation puts the HOMO energy at -4.41 eV. As for the total charge: -1. The calculation puts the total energy at -83926.5088 eV. The HOMO-LUMO gap is 6.466 eV.



[3]
Density functional theory data (ωB97M-V with the def2-TZVPD basis set) for a molecular structure, C34H78FInNO17.

Last column: Mulliken charge in e.
Cartesian coordinates (Å):
H -4.716 -7.615 0.880  0.276
O 10.726 8.461 -1.054  -0.304
C 8.451 8.644 -1.913  -0.280
H -2.861 -6.487 -4.370  0.416
C -6.925 1.826 9.423  -0.796
H 8.533 11.984 -0.270  0.238
O -0.409 -5.690 0.499  -0.841
H 3.320 7.703 -4.062  0.294
H -1.249 3.801 0.647  0.297
H 4.510 3.832 -1.610  0.105
O -3.145 0.047 -0.176  -0.334
H 4.415 4.817 -0.159  0.354
C -2.659 -0.132 6.257  -0.811
C 3.947 4.636 -1.131  -0.316
C -4.606 1.036 5.530  -0.011
H 7.916 8.513 -2.857  0.404
O 8.638 10.203 0.690  -0.301
H -1.215 1.453 -0.115  0.036
H -2.028 -1.549 0.546  0.243
H 1.628 4.557 -2.619  0.061
C 2.742 6.869 -3.646  -0.808
C -6.529 -0.428 8.745  -0.504
H -3.647 4.423 2.673  0.353
O -3.079 -8.062 -7.311  -0.300
C -3.440 3.346 2.687  -0.740
O -5.994 0.857 9.006  -0.302
C -0.842 1.728 0.875  -0.102
H -3.481 -1.113 -1.867  0.310
H 7.873 12.007 1.377  0.295
H -2.686 0.459 -2.109  0.211
H 0.800 3.646 -1.369  0.273
H 2.196 1.694 -1.699  0.298
C -4.210 -8.508 -8.017  -0.789
C -3.010 -9.766 -4.767  -0.340
C 11.580 7.388 -0.728  -0.801
H 2.084 6.481 -4.425  0.257
O -3.711 0.751 6.588  -0.351
C 8.111 7.842 0.377  -0.277
H 7.479 7.075 0.833  0.410
H 4.027 0.599 -3.622  0.304
H -5.778 -8.975 0.519  0.367
H -3.582 -10.389 -4.074  0.428
H -1.583 -7.422 -5.120  0.109
H -1.804 0.407 5.834  0.303
H -6.208 -1.106 9.547  0.373
H 4.229 1.160 -1.942  0.362
C -2.667 -7.351 -5.010  -0.291
C 7.957 11.414 0.459  -0.790
H -2.340 -0.625 7.175  0.288
H -6.530 2.804 9.149  0.236
H -4.425 0.377 4.673  0.143
H -4.957 -1.110 7.432  0.060
O -2.893 2.905 1.470  -0.329
H 0.226 1.941 0.758  0.336
H -6.279 1.648 6.748  0.127
H -2.853 0.703 2.456  -0.266
H 9.924 7.202 -2.495  0.341
O -0.731 -9.615 -5.629  -0.313
H -3.614 -1.312 1.287  0.396
H 11.805 7.457 0.336  0.238
O 3.581 5.818 -3.232  -0.335
H 1.254 -9.996 -5.148  0.295
H -2.982 -0.899 5.547  0.367
H -4.406 -6.930 -6.186  0.346
H -7.893 1.695 8.929  0.376
H -4.380 2.812 2.833  0.206
C 0.503 -9.200 -5.087  -0.731
O 7.747 7.832 -0.992  -0.345
H -1.900 -0.728 2.822  0.337
H 1.307 2.176 -3.154  0.391
C -3.329 -7.061 -6.338  -0.560
H 8.044 8.939 2.186  0.377
H -3.450 -9.906 -5.758  0.096
H 5.236 1.839 -3.233  0.235
H 2.121 7.240 -2.824  0.363
O -6.515 -0.365 6.268  -0.458
H -1.618 -11.348 -4.994  0.370
H -4.411 -7.880 -8.893  0.294
H -7.072 1.801 10.509  0.295
H -4.275 -9.671 -0.990  0.267
H 9.146 7.525 0.521  0.067
H -4.426 2.069 5.205  0.206
H -5.102 -8.530 -7.382  0.368
C -2.129 -0.003 2.037  0.242
H -6.651 1.233 5.082  0.391
C -2.714 -8.236 -0.623  -1.227
C -6.044 -1.010 7.436  -0.269
H -2.922 -6.110 -6.709  0.375
C -2.732 -0.789 0.895  -0.494
H -1.777 -0.908 -1.423  0.373
H -4.593 -9.103 1.834  0.270
O -3.194 -8.449 -4.291  -0.354
H 6.767 9.376 1.035  0.341
H 0.402 -8.884 -4.044  0.324
C 1.768 3.787 -1.858  -0.179
O 3.325 2.516 -3.235  -0.317
H -4.009 -9.524 -8.359  0.234
H -6.456 -2.021 7.377  0.413
H 6.956 11.244 0.051  0.368
H 11.104 6.421 -0.918  0.379
H -2.045 -8.735 -1.325  0.331
C 4.081 5.925 -1.911  -0.288
H 8.379 9.703 -1.653  0.095
H -7.624 -0.399 8.747  0.337
C -1.046 -4.744 -0.025  0.669
H -2.310 -10.096 0.971  0.400
H 0.851 -8.348 -5.671  0.236
C -6.056 0.935 5.950  -0.445
H -1.211 -10.207 -3.697  0.323
H 10.254 8.869 -3.004  0.378
C -4.770 -8.703 0.836  -1.262
F -0.483 -8.766 1.842  -0.738
O -3.049 -10.411 0.431  -0.602
C 7.830 9.127 1.125  -0.553
H -2.700 -6.737 2.381  -0.374
C 4.239 1.469 -2.992  -0.774
C 2.128 2.457 -2.481  -0.480
C -2.751 -0.412 -1.453  -0.774
C -3.714 -9.279 -0.134  0.304
H 5.150 6.169 -1.968  0.288
H -3.284 -7.458 -1.135  0.476
H -1.041 3.281 2.331  0.374
H 3.581 6.735 -1.368  0.303
C 9.888 8.249 -2.174  -0.571
C -1.485 3.005 1.367  -0.474
O 2.625 4.237 -0.823  -0.394
O -0.889 0.631 1.764  -0.512
In -1.688 -7.333 1.091  1.268
C -1.589 -10.284 -4.722  -0.517
N -1.591 -3.864 -0.558  -0.587
H -2.780 3.112 3.529  0.330
H 12.520 7.441 -1.288  0.293

The calculation puts the HOMO energy at -5.83 eV. As for the total charge: -1. The calculation puts the total energy at -80704.1975 eV. The HOMO-LUMO gap is 7.562 eV.